{"formula": "C40H86N8O17P2", "method": "ωB97M-V/def2-TZVPD", "e_lumo_ev": [-2.12, -6.75], "multiplicity": 2, "charge": 1, "orbital_gap_ev": [7.360, 2.731], "largest_force_ev_per_a": 5.263, "e_homo_ev": [-9.5, -9.5], "elements": ["N", "C", "C", "C", "C", "H", "H", "H", "H", "H", "N", "C", "C", "C", "C", "H", "H", "H", "H", "H", "O", "P", "N", "C", "C", "N", "C", "C", "N", "C", "C", "H", "H", "H", "H", "H", "H", "H", "H", "H", "H", "H", "H", "H", "H", "H", "H", "H", "H", "O", "P", "N", "C", "C", "N", "C", "C", "N", "C", "C", "H", "H", "H", "H", "H", "H", "H", "H", "H", "H", "H", "H", "H", "H", "H", "H", "H", "H", "C", "C", "O", "C", "O", "O", "C", "H", "H", "H", "H", "H", "H", "H", "H", "C", "C", "O", "C", "O", "O", "C", "H", "H", "H", "H", "H", "H", "H", "H", "C", "C", "O", "C", "O", "O", "C", "H", "H", "H", "H", "H", "H", "H", "H", "C", "C", "O", "C", "O", "O", "C", "H", "H", "H", "H", "H", "H", "H", "H", "C", "C", "O", "C", "O", "O", "C", "H", "H", "H", "H", "H", "H", "H", "H"], "xyz": [[-0.058, 0.337, 5.610], [0.648, 1.444, 5.922], [1.728, 1.052, 6.757], [1.575, -0.390, 6.875], [0.477, -0.838, 6.137], [-0.921, 0.343, 5.085], [0.365, 2.465, 5.714], [2.409, 1.690, 7.300], [2.215, -1.078, 7.409], [0.026, -1.800, 5.943], [-0.552, 0.895, 1.718], [-0.377, 1.579, 0.556], [0.527, 0.921, -0.185], [1.092, -0.091, 0.557], [0.357, -0.123, 1.755], [-1.278, 1.065, 2.399], [-0.903, 2.505, 0.374], [0.856, 1.215, -1.171], [1.847, -0.750, 0.156], [0.410, -0.761, 2.625], [0.854, -5.252, -4.255], [0.830, -5.426, -2.768], [1.440, -4.083, -1.852], [1.419, -4.028, -0.390], [2.217, -3.006, -2.561], [1.784, -6.729, -2.153], [1.456, -7.233, -0.828], [3.065, -6.967, -2.839], [-0.794, -5.678, -2.201], [-1.719, -4.501, -2.012], [-1.403, -6.959, -2.526], [0.863, -4.833, 0.092], [0.834, -3.185, -0.022], [2.339, -4.001, 0.194], [1.885, -3.003, -3.599], [3.293, -3.179, -2.578], [1.957, -2.053, -2.100], [0.394, -7.379, -0.627], [1.877, -8.235, -0.896], [1.947, -6.652, -0.047], [3.314, -6.023, -3.324], [3.843, -7.315, -2.159], [2.873, -7.769, -3.552], [-2.743, -4.873, -2.047], [-1.572, -3.913, -1.106], [-1.508, -3.851, -2.861], [-2.154, -7.159, -1.762], [-0.696, -7.775, -2.670], [-1.858, -6.883, -3.514], [-2.564, 0.568, 4.076], [-3.855, 0.253, 4.758], [-3.942, -1.394, 5.335], [-3.501, -2.375, 4.383], [-4.792, -1.804, 6.408], [-5.206, 0.481, 3.708], [-5.013, 0.662, 2.254], [-6.587, 0.173, 4.127], [-4.100, 1.409, 6.005], [-4.332, 2.810, 5.570], [-3.538, 1.267, 7.342], [-2.637, -1.988, 3.842], [-4.275, -2.584, 3.646], [-3.118, -3.306, 4.802], [-5.206, -2.804, 6.281], [-5.580, -1.064, 6.547], [-4.151, -1.720, 7.285], [-5.935, 0.918, 1.732], [-4.307, 1.466, 2.047], [-4.624, -0.243, 1.788], [-6.894, -0.807, 3.763], [-6.652, 0.034, 5.206], [-7.255, 0.952, 3.759], [-3.699, 3.007, 4.705], [-5.401, 2.811, 5.361], [-4.104, 3.570, 6.317], [-4.167, 1.765, 8.080], [-2.517, 1.644, 7.396], [-3.480, 0.200, 7.557], [-2.784, 7.047, -1.557], [-2.817, 5.961, -0.433], [-1.596, 5.865, 0.249], [-1.509, 5.090, 1.315], [-2.324, 4.272, 1.772], [-0.376, 5.366, 1.905], [-0.008, 4.839, 3.199], [-3.729, 7.044, -2.100], [-2.001, 6.811, -2.278], [-2.529, 8.005, -1.104], [-2.923, 4.998, -0.932], [-3.726, 6.058, 0.160], [0.018, 3.753, 3.294], [-0.525, 5.229, 4.075], [1.013, 5.174, 3.382], [1.725, 7.526, -4.807], [1.710, 6.107, -5.232], [1.640, 5.311, -4.011], [1.258, 4.020, -4.002], [0.853, 3.439, -5.055], [1.134, 3.521, -2.743], [1.762, 4.064, -1.601], [2.524, 7.687, -4.084], [0.790, 7.823, -4.333], [1.832, 8.145, -5.698], [2.677, 5.927, -5.703], [0.937, 5.840, -5.953], [2.714, 3.534, -1.608], [1.189, 3.894, -0.689], [1.990, 5.129, -1.552], [7.019, -1.574, -2.379], [6.962, -2.152, -0.930], [5.609, -2.053, -0.501], [5.387, -1.958, 0.811], [6.157, -1.670, 1.694], [4.049, -2.211, 0.983], [3.577, -2.550, 2.280], [6.628, -2.360, -3.024], [7.976, -1.196, -2.738], [6.388, -0.697, -2.526], [7.651, -1.614, -0.278], [7.148, -3.224, -0.985], [2.499, -2.453, 2.410], [3.937, -1.839, 3.024], [3.930, -3.527, 2.610], [-4.891, 2.361, -2.657], [-3.705, 1.988, -3.549], [-2.688, 1.177, -2.929], [-1.584, 0.853, -3.624], [-1.183, 1.340, -4.643], [-0.867, -0.187, -2.993], [-1.434, -1.102, -2.108], [-5.241, 3.353, -2.942], [-4.625, 2.363, -1.600], [-5.747, 1.701, -2.798], [-3.206, 2.907, -3.856], [-4.002, 1.441, -4.443], [-0.728, -1.872, -1.796], [-2.307, -1.621, -2.502], [-1.690, -0.644, -1.152], [5.187, -1.182, -6.147], [3.623, -1.090, -6.032], [3.348, -0.486, -4.754], [2.354, 0.440, -4.411], [1.430, 0.792, -5.133], [2.559, 0.784, -3.104], [3.630, 0.236, -2.298], [5.608, -0.178, -6.085], [5.572, -1.577, -7.088], [5.513, -1.759, -5.282], [3.019, -1.997, -6.011], [3.219, -0.461, -6.825], [4.569, 0.661, -2.652], [3.717, -0.850, -2.304], [3.664, 0.570, -1.261]], "lowdin_spin": [0.0000, 0.0000, 0.0000, 0.0000, 0.0000, 0.0000, 0.0000, 0.0000, 0.0000, 0.0000, 0.0011, 0.0031, 0.0001, 0.0036, 0.0050, 0.0000, 0.0001, 0.0000, 0.0000, 0.0000, 0.0087, -0.0075, 0.4067, 0.0396, 0.0357, 0.3231, 0.0312, 0.0229, 0.0139, 0.0018, 0.0035, 0.0001, 0.0206, 0.0112, 0.0012, 0.0155, 0.0112, 0.0024, 0.0075, 0.0138, 0.0047, 0.0013, 0.0138, 0.0001, -0.0004, 0.0014, -0.0002, 0.0007, 0.0012, 0.0000, 0.0000, 0.0000, 0.0000, 0.0000, 0.0000, 0.0000, 0.0000, 0.0000, 0.0000, 0.0000, 0.0000, 0.0000, 0.0000, 0.0000, 0.0000, 0.0000, 0.0000, 0.0000, 0.0000, 0.0000, 0.0000, 0.0000, 0.0000, 0.0000, 0.0000, 0.0000, 0.0000, 0.0000, 0.0000, 0.0000, 0.0000, 0.0000, 0.0000, 0.0000, 0.0000, 0.0000, 0.0000, 0.0000, 0.0000, 0.0000, 0.0000, 0.0000, 0.0000, 0.0000, 0.0000, 0.0000, 0.0000, 0.0000, 0.0000, 0.0000, 0.0000, 0.0000, 0.0000, 0.0000, 0.0000, 0.0000, 0.0000, 0.0000, 0.0000, 0.0000, 0.0001, 0.0000, 0.0000, 0.0005, 0.0001, 0.0000, 0.0000, 0.0000, 0.0000, 0.0000, 0.0000, 0.0000, 0.0000, 0.0000, 0.0000, 0.0000, 0.0000, 0.0000, 0.0002, 0.0000, 0.0000, 0.0000, 0.0000, 0.0000, 0.0000, -0.0001, 0.0000, 0.0000, 0.0000, 0.0000, 0.0000, 0.0000, 0.0000, 0.0002, 0.0001, 0.0000, 0.0000, 0.0000, 0.0000, 0.0000, 0.0000, 0.0001, 0.0000]}